[1]
The following is a quantum chemistry calculation of the molecule C6H8FN, from OMol25.

Each line ends with the natural charge from an NBO analysis.
Positions of all 16 atoms, in Å:
C (-0.7862, -0.6759, 0.3587)  -0.0788
C (0.6126, -1.1970, -0.0036)  -0.4715
C (1.4005, 0.0940, -0.0112)  0.4544
C (0.6824, 1.2069, 0.0194)  -0.3382
C (-0.7633, 0.8182, 0.0981)  -0.0032
C (-1.8237, 1.5722, -0.0674)  -0.4321
H (-2.0758, -1.1914, -1.2249)  0.3734
H (-2.7052, -1.4303, 0.3544)  0.3732
H (-0.8165, -0.7200, 1.4580)  0.2087
H (1.0451, -1.8927, 0.7201)  0.2252
H (0.6949, -1.6282, -1.0076)  0.2235
H (1.0923, 2.2144, -0.0436)  0.2317
H (-2.8004, 1.1307, -0.0482)  0.2006
H (-1.7298, 2.6461, -0.2498)  0.2039
N (-1.9050, -1.3975, -0.2102)  -0.8474
F (2.7440, -0.0284, -0.0946)  -0.3235

Energy above the lowest of the compared OMol25 structures with the same formula, charge and spin   86.5 kJ/mol
Largest force on an atom   2.41 eV/A
Spin multiplicity   1
Orbital gap   9.575 eV
HOMO level   -8.640 eV
SMILES string   C=C1C=C(F)C[C@@H]1N
Total energy   -388.0053 Eh


[2]
The following is a quantum chemistry calculation of C6H8FN as an isolated structure, from OMol25.

Each line ends with the natural charge from an NBO analysis.
Positions of all 16 atoms, in Å:
C (2.1813, -0.5325, 0.0497)  0.2381
C (0.8224, -0.8402, 0.1423)  -0.1640
C (2.1362, 0.8652, -0.0236)  0.2305
C (0.2982, 0.4511, 0.5679)  0.0022
C (-0.1298, -2.0330, -0.0992)  -0.6399
C (-0.7570, 1.2291, -0.2089)  -0.6814
N (2.6543, 1.9005, -0.3953)  -0.6042
F (3.2559, -1.3530, 0.0966)  -0.3093
H (0.4440, 0.8725, 1.5108)  0.1836
H (-1.0575, -1.6596, 0.3573)  0.2168
H (0.4486, -2.8736, 0.2665)  0.2371
H (-0.1737, -1.9435, -1.1237)  0.2229
H (-1.3270, 0.3501, -0.7454)  0.2213
H (-0.1886, 1.8983, -0.8935)  0.2449
H (-1.4109, 1.7301, 0.5077)  0.2242
H (2.3083, 2.7587, 0.0449)  0.3771

Energy above the lowest of the compared OMol25 structures with the same formula, charge and spin   262.7 kJ/mol
Largest force on an atom   4.93 eV/A
Spin multiplicity   3
Orbital gap (alpha / beta)   6.061 / 6.476 eV
HOMO level (alpha / beta)   -5.201 / -8.607 eV
Total energy   -387.7807 Eh


[3]
The following is a quantum chemistry calculation of the molecule C6H8FNO2, from OMol25.

Each line ends with the natural charge from an NBO analysis.
Positions of all 18 atoms, in Å:
C (2.7604, 0.9917, -0.2830)  -0.3431
C (-2.2700, -0.7084, -0.0539)  -0.1424
C (1.5528, 1.3687, 0.1011)  -0.2633
C (-1.1282, -1.6198, -0.1296)  -0.3065
C (0.3420, 0.8260, -0.4008)  -0.0415
C (-0.0496, -1.3733, 0.6105)  0.2685
N (-0.8812, 1.1565, -0.0188)  0.3427
O (-1.9532, 0.5335, -0.6977)  -0.3545
O (-1.1830, 1.6722, 1.0711)  -0.4978
F (1.0949, -2.1034, 0.3520)  -0.3449
H (3.6692, 1.5863, 0.1529)  0.2282
H (2.7755, 0.2354, -1.0492)  0.2029
H (-3.0357, -1.1948, -0.6346)  0.2191
H (-2.3675, -0.7284, 1.0607)  0.2081
H (1.3072, 2.1305, 0.7273)  0.2212
H (-1.0875, -2.2871, -0.8900)  0.2080
H (0.5373, 0.3442, -1.3743)  0.2219
H (-0.0835, -0.8297, 1.4564)  0.1735

Energy above the lowest of the compared OMol25 structures with the same formula, charge and spin   645.0 kJ/mol
Largest force on an atom   5.01 eV/A
Spin multiplicity   1
Orbital gap (alpha / beta)   8.496 / 8.494 eV
HOMO level (alpha / beta)   -8.544 / -8.542 eV
SMILES string   C=C/C=[N+](\[O-])OC/C=C/F
Total energy   -538.2888 Eh


[4]
The following is a quantum chemistry calculation of C6H8FeLiO6 as an isolated structure, from OMol25.

Each line ends with the natural charge from an NBO analysis.
Positions of all 22 atoms, in Å:
O (-1.6149, 0.1855, 0.6669)  -0.7907
O (-0.3842, -0.9879, 2.1365)  -0.4847
C (0.2316, -2.2770, 2.1522)  -0.1071
C (-0.4343, -2.9755, 0.9755)  -0.1021
O (-0.8127, -1.8723, 0.1306)  -0.6335
C (-0.7490, -0.6785, 0.8737)  0.9063
H (1.3135, -2.1615, 2.0004)  0.1950
H (0.0286, -2.7512, 3.1163)  0.2330
H (-1.3443, -3.5144, 1.2640)  0.2166
H (0.2416, -3.6353, 0.4219)  0.2083
O (1.1455, -0.3653, -1.1984)  -0.8634
O (-0.8216, 3.1351, -0.9725)  -0.3214
C (0.1699, 2.6596, -1.7914)  -0.1907
C (1.4401, 2.2853, -1.0222)  -0.1258
O (1.1024, 1.4250, 0.1010)  -0.5435
C (0.9057, 0.1232, -0.0722)  0.5708
H (-0.1558, 1.7577, -2.3628)  0.2748
H (0.5039, 3.3899, -2.5647)  0.2278
H (1.8948, 3.1687, -0.5581)  0.2294
H (2.1788, 1.7856, -1.6614)  0.2369
Li (-1.1202, 2.0513, 0.4373)  0.9401
Fe (-0.0295, -1.7065, -1.9522)  0.9239

Largest force on an atom   1.64 eV/A
Spin multiplicity   7
Orbital gap (alpha / beta)   7.700 / 5.762 eV
Total charge   +1
HOMO level (alpha / beta)   -10.741 / -12.813 eV
Total energy   -1955.7383 Eh


[5]
The following is a quantum chemistry calculation of an isolated ion of composition C6H8N and charge +1, from OMol25.

Each line ends with the natural charge from an NBO analysis.
Positions of all 15 atoms, in Å:
C (3.6320, -0.5608, -0.8794)  -0.3865
C (4.4632, -1.2995, -0.3090)  0.2014
C (2.5696, -0.4628, -1.7119)  -0.0357
C (1.1901, -0.4095, -1.3178)  -0.2112
C (0.7313, -0.4351, -0.0596)  -0.0004
C (-1.0320, 0.7485, 1.1800)  -0.4274
N (-0.6896, -0.3762, 0.2727)  -0.5110
H (2.7634, -0.4711, -2.7796)  0.2468
H (0.4847, -0.3339, -2.1403)  0.2304
H (1.3844, -0.5021, 0.7979)  0.2521
H (-0.5302, 0.6241, 2.1391)  0.2466
H (-0.7146, 1.6925, 0.7401)  0.2474
H (-2.1080, 0.7754, 1.3450)  0.2493
H (-1.2389, -0.2984, -0.5975)  0.4465
H (-0.9608, -1.2564, 0.7357)  0.4519

Energy above the lowest of the compared OMol25 structures with the same formula, charge and spin   648.0 kJ/mol
Largest force on an atom   3.63 eV/A
Spin multiplicity   1
Orbital gap (alpha / beta)   7.821 / 7.821 eV
Total charge   +1
HOMO level (alpha / beta)   -13.672 / -13.672 eV
Total energy   -287.7094 Eh


[6]
The following is a quantum chemistry calculation of an isolated ion of composition C6H8N and charge +1, from OMol25.

Each line ends with the natural charge from an NBO analysis.
Positions of all 15 atoms, in Å:
C (-0.6091, -1.3120, -0.8146)  0.1702
C (0.6420, -1.4392, -0.7626)  0.0513
C (-0.0593, 0.3329, 0.4232)  -0.0532
C (-1.1900, -0.1221, -0.1311)  0.0255
C (-2.6176, 0.2365, 0.0380)  -0.6585
C (2.3677, 0.3029, -0.2679)  -0.3921
N (1.2041, -0.4080, 0.0979)  -0.3928
H (0.0422, 1.2378, 1.0551)  0.2431
H (-3.2748, 0.1522, -0.7874)  0.2739
H (-2.6646, 1.1715, 0.5737)  0.2537
H (-3.0806, -0.6090, 0.6172)  0.2680
H (3.2332, -0.2828, -0.2245)  0.2481
H (2.1154, 0.6570, -1.2619)  0.2431
H (2.4200, 1.1606, 0.5658)  0.2397
H (1.4714, -1.0784, 0.8790)  0.4800

Energy above the lowest of the compared OMol25 structures with the same formula, charge and spin   784.5 kJ/mol
Largest force on an atom   5.32 eV/A
Spin multiplicity   1
Orbital gap (alpha / beta)   7.627 / 7.624 eV
Total charge   +1
HOMO level (alpha / beta)   -14.557 / -14.556 eV
SMILES string   CC1=C[N@H+](C)C#C1
Total energy   -287.6574 Eh


[7]
The following is a quantum chemistry calculation of a 2-piece molecular cluster, C6H8N overall, from OMol25.

Each line ends with the natural charge from an NBO analysis.
Positions of all 15 atoms, in Å:
C (-3.6202, 0.0989, 0.3788)  0.1660
C (0.9712, 0.9190, -0.1482)  -0.1305
C (1.2303, 2.0195, 0.5220)  -0.1144
C (1.3427, 0.1038, -1.3723)  -0.4803
C (0.4413, -0.3402, -0.2538)  0.4680
C (0.0770, -1.5714, 0.2426)  -0.7657
N (-2.4771, -0.0654, 0.3923)  -0.3921
H (-4.6297, 0.1842, 0.4989)  0.2364
H (0.4882, 2.2436, 1.3187)  0.2554
H (2.1340, 2.6262, 0.1852)  0.2649
H (0.7946, 0.3597, -2.2295)  0.2670
H (2.2313, -0.4419, -1.8116)  0.2776
H (-0.3660, -1.6074, 1.2872)  0.2792
H (0.8603, -2.3204, 0.1644)  0.3310
H (-0.4964, -2.2490, -0.3474)  0.3375

Energy above the lowest of the compared OMol25 structures with the same formula, charge and spin   591.9 kJ/mol
Largest force on an atom   4.47 eV/A
Spin multiplicity   1
Orbital gap   9.121 eV
Total charge   +1
HOMO level   -15.512 eV
Total energy   -287.7308 Eh


[8]
The following is a quantum chemistry calculation of C6H8N as an isolated structure, from OMol25.

Each line ends with the natural charge from an NBO analysis.
Positions of all 15 atoms, in Å:
C (1.6281, 0.8033, -0.6531)  0.0445
C (2.1614, 0.1524, 0.2580)  0.3203
C (-1.0184, 1.5241, 0.8712)  -0.2022
C (-0.8162, 0.5144, -0.0822)  0.2197
C (0.4204, 0.2872, -0.7855)  -0.2710
C (-1.8200, -0.4941, -0.4126)  -0.6998
N (2.3798, -1.0622, 0.4745)  -0.7073
H (-1.9792, 1.6915, 1.3673)  0.2125
H (-0.3665, 2.3248, 0.9886)  0.1994
H (0.1792, -0.2827, -1.6324)  0.2422
H (-1.3549, -1.3312, -0.7134)  0.2374
H (-2.4569, -0.8386, 0.4163)  0.2684
H (-2.5743, -0.2992, -1.1600)  0.2970
H (2.8673, -1.6463, -0.2807)  0.4226
H (2.7501, -1.3433, 1.3440)  0.4165

Energy above the lowest of the compared OMol25 structures with the same formula, charge and spin   292.7 kJ/mol
Largest force on an atom   6.57 eV/A
Spin multiplicity   3
Orbital gap (alpha / beta)   7.737 / 7.216 eV
Total charge   +1
HOMO level (alpha / beta)   -11.989 / -15.058 eV
Total energy   -287.6357 Eh